A single C4H8N2 molecule in a non-equilibrium geometry. Source: the OMol25 dataset; level of theory: ωB97M-V with the def2-TZVPD basis set.

- Strongest force on any atom: 0.1051 Eh/bohr
- Total energy: -266.67294 a.u.
- E_LUMO: 0.95 eV
- Frontier orbital gap: 9.172 eV
- Structure (SMILES): CN1C=NCC1
- Relative energy (zero: lowest compared OMol25 entry of this formula, charge and spin): 30.79 kcal/mol
- HOMO energy: -8.221 eV

Positions of all 14 atoms, in Å:
C: 1.43736 0.60752 1.01188
N: 0.37965 0.27474 0.14158
C: -0.72825 1.08337 0.03204
N: -1.63573 0.69742 -0.66857
C: -1.28267 -0.69100 -1.06447
C: -0.00502 -1.07380 -0.34555
H: 1.46274 0.20840 1.98104
H: 2.44425 0.19685 0.65348
H: 1.46476 1.70447 1.17576
H: -0.58199 2.13846 0.41427
H: -1.29726 -0.57285 -2.14808
H: -2.06116 -1.33125 -0.83760
H: -0.35817 -1.62882 0.58223
H: 0.76148 -1.61351 -0.92801